# 1
The following is a DFT calculation (ωB97M-V/def2-TZVPD) of C10H16As3S4Se3TcTe as an isolated structure.

## Properties
ΔE to the lowest compared entry with this formula, charge and spin   263.2 kJ/mol
Calculated total energy   -442021.4608 eV
Net charge   -1
Kohn-Sham gap (spin up / spin down)   4.57 / 4.93 eV
2S+1   2
HOMO level (spin up / spin down)   -4.277 / -4.252 eV

Last column: Mulliken spin population.
Geometry (Å):
Te: -0.67 2.55 -5.55  0.00
Tc: -1.02 -0.01 -2.30  0.90
Se: 1.19 0.38 -3.17  0.09
Se: -1.94 1.90 -3.40  -0.28
Se: 0.97 0.61 -5.48  0.00
As: -0.84 1.37 -0.25  -0.05
As: -2.17 -2.96 -2.37  -0.01
As: 1.93 -0.24 -0.01  -0.01
S: -0.84 -4.56 -2.10  0.02
S: -1.86 -1.48 -0.74  -0.01
S: -4.19 -3.47 -2.59  0.01
S: -1.55 -1.56 -3.95  0.30
C: 3.61 0.10 1.00  0.00
C: -0.06 -1.22 3.61  0.00
C: 2.19 -2.15 -0.35  0.00
C: -2.55 2.26 0.08  0.00
C: -0.49 0.42 1.41  0.00
C: 0.89 -1.15 2.60  0.00
C: 0.32 2.95 -0.08  0.01
C: 0.68 -0.33 1.50  0.00
C: -1.44 0.34 2.42  0.00
C: -1.22 -0.48 3.52  0.00
H: 0.11 -1.87 4.46  0.00
H: 2.94 -2.26 -1.14  0.00
H: 1.79 -1.75 2.67  0.00
H: -3.35 1.51 0.15  0.00
H: -2.53 2.88 0.99  0.00
H: 3.83 -0.66 1.75  0.00
H: 0.24 3.36 0.93  0.00
H: -1.97 -0.55 4.30  0.00
H: 3.55 1.07 1.49  0.00
H: 1.26 -2.59 -0.71  0.00
H: 4.43 0.13 0.28  0.00
H: -2.75 2.90 -0.78  0.00
H: -2.37 0.89 2.36  0.00
H: 2.52 -2.69 0.53  0.00
H: -0.01 3.69 -0.82  0.00
H: 1.36 2.67 -0.29  0.00

# 2
The following is a DFT calculation (ωB97M-V/def2-TZVPD) of C10H16AuNO11P2 as an isolated structure.

## Properties
ΔE to the lowest compared entry with this formula, charge and spin   97.4 kJ/mol
Calculated total energy   -56913.8377 eV
Kohn-Sham gap (spin up / spin down)   9.10 / 6.14 eV
2S+1   3
HOMO level (spin up / spin down)   -9.442 / -9.789 eV

Last column: Mulliken spin population.
Geometry (Å):
Au: 0.37 -0.18 1.18  0.62
P: 2.51 -2.66 0.69  0.01
P: 2.97 -0.01 -0.80  0.01
O: -3.45 -0.95 2.56  0.07
O: 1.58 -3.90 0.15  0.00
O: 2.07 0.63 0.26  0.08
O: -1.53 -1.14 1.40  0.10
O: 4.40 0.27 -0.74  0.01
O: 2.34 0.40 -2.27  0.00
O: -1.00 1.29 -0.11  0.06
O: 3.81 -3.12 1.17  0.02
O: 1.66 -1.81 1.63  0.12
O: -2.21 2.02 4.09  0.36
O: -0.39 1.18 3.00  0.19
N: 1.15 -1.90 -1.53  0.00
C: 2.54 -1.81 -0.97  -0.01
C: 3.50 -2.50 -1.92  0.00
C: -1.49 1.68 3.18  0.07
C: -2.95 0.85 1.07  0.01
C: -2.29 2.05 1.69  0.17
C: -2.92 2.13 -1.09  0.01
C: -2.61 -0.57 1.78  0.04
C: -2.36 0.89 -0.35  0.02
C: -2.11 3.27 -0.43  0.02
C: -1.29 2.50 0.61  0.02
H: 1.68 -4.65 0.76  0.00
H: -2.72 2.06 -2.16  0.00
H: 4.51 -2.43 -1.50  0.00
H: -2.74 4.04 0.02  0.00
H: 2.92 1.08 -2.65  0.00
H: 0.49 -1.47 -0.86  0.00
H: -4.03 0.90 1.10  -0.01
H: 1.10 -1.39 -2.42  0.00
H: 3.50 -2.01 -2.89  0.00
H: 3.25 -3.56 -2.03  0.00
H: -1.44 3.74 -1.14  0.01
H: -0.37 2.96 0.96  0.01
H: -2.96 2.83 2.02  0.00
H: -2.40 -0.04 -0.89  0.00
H: 0.88 -2.89 -1.62  0.00
H: -4.00 2.22 -0.95  0.00

# 3
The following is a DFT calculation (ωB97M-V/def2-TZVPD) of one molecule with the formula C10H16BNO.

## Properties
ΔE to the lowest compared entry with this formula, charge and spin   367.8 kJ/mol
Calculated total energy   -14840.2404 eV
Kohn-Sham gap (spin up / spin down)   5.22 / 5.22 eV
HOMO level (spin up / spin down)   -6.691 / -6.691 eV

Last column: Mulliken charge in e.
Geometry (Å):
O: 0.27 2.66 -1.10  -0.79
N: -1.00 0.84 -1.74  -0.55
C: 0.82 0.45 1.93  -1.08
C: -1.36 -1.31 -2.96  -0.33
C: 1.20 1.67 1.05  0.76
C: 1.25 2.92 1.99  -1.69
C: -0.29 0.60 -0.62  0.07
C: -0.40 -0.79 0.13  0.75
C: -1.50 -2.24 -1.80  -0.35
C: 0.74 -0.86 1.16  -1.05
C: 0.44 1.69 -0.20  0.00
C: -0.34 -2.12 -0.80  -1.28
B: -0.78 2.18 -2.05  0.23
H: -1.36 -0.87 0.59  0.29
H: 1.53 -1.18 0.58  0.48
H: 0.42 -1.59 1.97  0.29
H: -2.50 -2.24 -1.45  0.34
H: -0.33 -1.36 -3.44  0.21
H: 2.19 1.52 0.78  0.22
H: -1.29 3.02 -2.73  -0.11
H: 0.32 3.09 2.49  0.39
H: 2.05 2.74 2.63  0.44
H: -0.21 -2.93 -0.09  0.48
H: 1.51 0.31 2.77  0.37
H: 0.51 -2.15 -1.36  0.51
H: -2.10 -0.81 -3.43  0.34
H: -0.22 0.47 2.33  0.32
H: 1.46 3.77 1.47  0.47
H: -1.27 -3.36 -2.20  0.28

# 4
The following is a DFT calculation (ωB97M-V/def2-TZVPD) of a 2-piece molecular cluster, C10H16BNS overall.

## Properties
ΔE to the lowest compared entry with this formula, charge and spin   0.0 kJ/mol
SMILES   C=CSBN(C)C.c1ccccc1
Calculated total energy   -23630.2014 eV
Kohn-Sham gap   9.04 eV
HOMO level   -8.325 eV

Last column: Mulliken charge in e.
Geometry (Å):
S: 3.11 -0.64 -1.18  -0.18
N: 0.80 0.81 -0.55  0.07
C: 4.46 -1.45 -0.27  -0.12
C: 4.64 -1.51 1.04  -0.68
C: -2.18 -1.93 0.41  -0.30
C: -2.71 -1.45 1.55  -0.52
C: -4.19 -0.03 0.36  -0.64
C: -2.59 -1.43 -0.80  -0.54
C: 0.80 1.23 -1.91  -0.81
C: -3.65 -0.46 1.51  -0.28
C: -3.62 -0.48 -0.83  -0.37
C: -0.32 1.29 0.20  -0.70
B: 1.80 0.02 -0.01  0.42
H: -0.25 2.38 0.40  0.31
H: -1.27 1.12 -0.43  0.10
H: 5.31 -1.62 -0.82  0.33
H: 1.64 0.73 -2.38  0.25
H: -2.28 -1.55 2.56  0.31
H: -2.13 -1.79 -1.65  0.54
H: 0.98 2.40 -1.98  0.25
H: -3.90 -0.01 -1.77  0.36
H: -1.35 -2.50 0.46  0.52
H: -0.30 0.72 1.16  0.27
H: -0.14 0.83 -2.41  0.28
H: 5.53 -1.70 1.52  0.30
H: 3.76 -1.19 1.60  0.11
H: 1.97 -0.19 1.09  -0.16
H: -4.94 0.67 0.42  0.45
H: -3.96 -0.10 2.42  0.46

# 5
The following is a DFT calculation (ωB97M-V/def2-TZVPD) of C10H16BrClFeINOP as an isolated structure.

## Properties
Calculated total energy   -148490.4325 eV
Net charge   +2
Kohn-Sham gap (spin up / spin down)   7.58 / 3.66 eV
2S+1   6
HOMO level (spin up / spin down)   -15.274 / -15.268 eV

Last column: Mulliken spin population.
Geometry (Å):
I: 3.29 1.82 -0.74  0.01
Br: -2.10 -2.64 5.19  0.00
Fe: -1.90 0.75 0.82  3.90
Cl: -3.60 -0.04 -0.27  0.21
P: -0.66 0.42 -2.11  0.55
O: 3.21 -0.18 1.54  0.00
N: -0.87 0.14 2.37  0.03
C: -1.10 -1.30 4.27  -0.01
C: 3.02 0.01 0.36  0.00
C: 2.57 -0.86 -0.73  -0.02
C: -0.02 -0.69 4.92  0.01
C: 0.74 0.82 -3.25  0.07
C: -1.48 -0.93 2.98  0.00
C: 0.28 0.64 2.92  0.01
C: -1.23 -1.04 -3.10  0.07
C: 0.70 0.28 4.20  0.00
C: -1.78 1.75 -2.76  0.06
H: -1.88 1.70 -3.85  0.03
H: -2.16 -1.42 -2.67  0.00
H: 1.56 -0.55 -1.10  0.03
H: 0.44 0.77 -4.31  0.03
H: 1.59 0.74 4.63  0.00
H: 3.32 -0.92 -1.52  0.00
H: -0.47 -1.82 -3.04  0.00
H: 0.87 1.34 2.31  -0.01
H: 1.56 0.11 -3.10  0.00
H: -2.76 1.64 -2.28  0.00
H: -2.25 -1.45 2.43  0.00
H: -1.35 2.71 -2.47  0.00
H: 1.13 1.82 -3.03  -0.01
H: -1.38 -0.77 -4.15  0.03
H: 2.46 -1.88 -0.36  0.00
H: 0.26 -0.96 5.93  0.00

# 6
The following is a DFT calculation (ωB97M-V/def2-TZVPD) of C10H16CeCl2N2 as an isolated structure.

## Properties
Calculated total energy   -51582.1295 eV
Kohn-Sham gap (spin up / spin down)   7.05 / 7.14 eV
HOMO level (spin up / spin down)   -7.389 / -7.380 eV

Last column: Mulliken charge in e.
Geometry (Å):
Ce: 0.68 1.59 2.72  1.08
Cl: 2.53 1.81 4.42  -0.48
Cl: -0.21 3.32 1.11  -0.46
N: -0.21 -1.35 2.79  0.07
N: -0.84 -0.13 2.82  -0.14
C: -2.37 -1.78 2.97  -0.59
C: -1.11 -2.36 2.84  -0.16
C: -2.18 -0.39 2.93  -0.49
C: -0.64 -0.45 -1.31  -0.05
C: 1.25 1.08 -2.82  -0.65
C: 1.55 -0.42 -2.56  -0.60
C: 0.58 -1.00 -1.56  -0.58
C: -0.23 1.31 -3.10  -0.77
C: -1.13 0.83 -1.93  -0.42
C: 1.74 0.35 1.27  -1.16
H: -0.41 2.38 -3.30  0.32
H: 0.77 -1.39 2.51  0.27
H: -2.16 0.72 -2.29  0.37
H: -1.18 1.64 -1.17  0.12
H: -2.89 0.42 2.98  0.47
H: 1.43 -0.95 -3.52  0.39
H: 2.59 -0.53 -2.24  0.32
H: -3.31 -2.29 3.06  0.39
H: 1.34 0.01 0.32  0.37
H: -0.50 0.74 -4.00  0.31
H: 2.75 0.01 1.59  0.34
H: 1.85 1.43 -3.67  0.34
H: -1.33 -0.91 -0.61  0.37
H: 1.55 1.66 -1.93  0.26
H: 0.87 -1.95 -1.10  0.33
H: -0.79 -3.39 2.79  0.44

# 7
The following is a DFT calculation (ωB97M-V/def2-TZVPD) of C10H16F6IN4O5PS2Si as an isolated structure.

## Properties
Calculated total energy   -90059.6437 eV
Kohn-Sham gap   6.09 eV
HOMO level   -8.753 eV

Last column: Mulliken charge in e.
Geometry (Å):
I: -2.76 -1.69 -1.61  -0.09
S: 0.13 2.19 -3.49  1.05
S: 2.11 3.73 -4.27  1.01
P: -0.88 -1.06 -0.08  0.05
Si: 1.32 -2.75 2.60  0.16
F: -1.99 0.56 -3.67  -0.16
F: 1.75 4.79 -6.69  -0.23
F: -1.84 2.03 -5.28  -0.23
F: 3.09 3.06 -6.66  -0.23
F: 3.79 5.00 -5.93  -0.21
F: -0.51 0.31 -5.26  -0.24
O: 1.74 5.02 -3.67  -0.63
O: -0.68 3.13 -2.71  -0.66
O: 3.26 3.07 -3.64  -0.64
O: -0.65 0.69 -0.32  -0.35
O: 0.83 1.18 -2.70  -0.71
N: -1.28 -2.09 4.00  0.27
N: 0.92 2.80 -4.73  -0.32
N: -2.54 -1.51 3.86  -0.63
N: -1.29 -1.40 1.62  0.46
C: -3.83 1.23 2.58  -0.27
C: -2.52 1.95 2.32  -0.58
C: -3.90 -0.30 1.90  -0.26
C: -0.48 -2.07 2.71  0.22
C: -2.55 -1.08 2.41  0.18
C: 2.71 4.16 -5.94  0.64
C: 2.32 -1.89 4.05  -0.92
C: 1.45 -4.67 2.95  -0.84
C: -1.09 1.24 -4.45  0.62
C: 2.26 -2.26 0.98  -0.77
H: -1.79 2.25 3.19  0.27
H: 3.46 -2.22 4.05  0.27
H: -4.84 -0.86 2.33  0.37
H: 0.83 -5.32 2.20  0.30
H: -2.26 2.15 1.17  0.26
H: 2.25 -0.73 3.94  0.29
H: 3.42 -2.42 1.06  0.34
H: 1.97 -1.14 0.74  0.14
H: -4.72 1.69 3.19  0.30
H: 1.12 -4.91 4.08  0.28
H: 1.86 -2.15 5.12  0.28
H: 2.60 -4.93 2.84  0.25
H: -3.99 -0.16 0.75  0.12
H: 0.33 0.78 -0.55  0.31
H: 1.77 -2.90 0.10  0.28
H: -0.91 -2.48 4.90  0.27

# 8
The following is a DFT calculation (ωB97M-V/def2-TZVPD) of C10H16INP as an isolated structure.

## Properties
ΔE to the lowest compared entry with this formula, charge and spin   0.0 kJ/mol
Calculated total energy   -29499.1580 eV
Net charge   +1
Kohn-Sham gap   7.00 eV
HOMO level   -11.493 eV

Last column: Mulliken charge in e.
Geometry (Å):
I: -1.52 -3.92 2.27  0.10
P: 0.52 -0.76 2.25  0.13
N: 1.39 1.49 0.64  0.00
C: -3.14 -2.16 0.48  -0.46
C: 1.37 1.67 -0.88  0.03
C: -1.94 -2.75 0.59  0.33
C: -0.86 -2.58 -0.11  -0.87
C: 0.40 0.45 0.99  -0.64
C: -0.96 -1.72 -1.21  -0.51
C: -2.08 -0.92 -1.27  -0.39
C: 1.01 2.79 1.18  -0.86
C: -3.13 -1.08 -0.37  -0.54
C: 2.51 0.83 -1.49  -1.39
H: -0.09 -1.42 -1.80  0.45
H: 1.89 -0.70 2.47  0.01
H: -3.83 -2.46 1.23  0.41
H: 1.77 3.55 0.89  0.36
H: -2.11 -0.19 -2.03  0.50
H: 2.28 1.14 0.86  0.38
H: -4.03 -0.51 -0.66  0.36
H: 0.41 1.28 -1.32  0.15
H: 3.45 1.40 -1.49  0.39
H: 0.02 -3.09 -0.07  0.64
H: 0.85 2.70 2.24  0.35
H: 2.65 -0.07 -1.02  0.47
H: 2.21 0.55 -2.56  0.34
H: -0.55 0.72 0.56  0.51
H: 1.47 2.78 -1.07  0.36
H: 0.04 2.98 0.69  0.40

Computed max |F| (eV Å⁻¹) in order:
2.15 1.20 5.66 3.79 5.26 3.08 8.80 5.33